Version A
Molecular formula: C50H58N4OP3ReS2
Method: DFT, ωB97M-V with the def2-TZVPD basis set

Summary:
* gap between HOMO and LUMO (alpha / beta): 6.118 / 5.160 eV
* net charge: +1
* 2S+1: 4
* E_HOMO (alpha / beta): -0.347 / -0.345 Eh
* molar mass: 1074.304 u
* ⟨S²⟩: 3.79

Each line ends with the Mulliken charge.
Geometry (Å):
C1 -0.889 -2.849 -0.582  3.3931
H1 0.969 0.009 -5.304  0.7991
C2 -1.607 5.327 -1.661  -1.6890
H2 2.685 -0.970 0.066  -2.6921
H3 4.725 0.929 -1.324  0.3525
H4 3.260 -2.130 -1.776  0.4778
H5 -2.986 -4.616 3.842  0.4768
C3 -0.127 -1.791 -5.644  -1.0582
C4 3.434 -1.363 5.693  -0.7365
C5 -1.125 3.125 2.717  0.4626
C6 1.124 -1.172 6.339  -0.7570
H6 -1.380 -4.779 0.071  0.2074
H7 -1.225 -3.675 -5.651  0.4517
C7 1.131 1.587 -3.074  -0.1614
C8 2.474 -0.921 6.591  -0.5021
H8 -4.198 -3.037 -1.388  0.3096
C9 -1.413 3.862 -1.803  0.1081
H9 3.512 4.561 -3.702  0.4724
H10 1.835 4.109 0.342  0.4582
Re1 -0.628 0.940 -0.885  2.8707
O1 -1.327 1.555 0.937  -0.6898
C10 -0.250 -0.457 -3.627  0.7096
C11 2.909 -1.111 -1.997  -1.5496
C12 2.809 3.089 -2.292  -0.0791
H11 0.451 1.870 -5.113  0.6628
C13 2.463 3.555 0.956  -2.2690
C14 -1.928 3.062 -2.949  1.4079
H12 1.204 -2.334 -0.808  -0.5341
C15 -1.312 2.088 3.591  0.0977
P1 1.765 1.123 -0.472  -0.2729
H13 -0.612 5.142 2.446  0.4910
C16 2.915 1.309 2.071  -1.8373
C17 -0.400 -6.241 2.404  -0.5702
H14 -2.880 3.322 -6.161  0.4572
C18 -2.995 1.101 -3.553  -0.1129
C19 -1.188 -1.396 -3.116  -0.2656
C20 -1.078 2.834 1.255  -0.1773
C21 -2.096 3.617 -4.189  -0.9894
C22 4.472 0.238 -0.543  -1.4647
H15 1.866 -1.105 -2.332  0.2048
C23 1.896 3.352 -4.497  -1.1204
H16 -2.762 -3.980 -0.375  0.4751
H17 -0.797 3.812 6.501  0.4312
N1 -0.962 3.099 -0.853  0.3238
H18 4.675 0.736 0.403  0.2386
H19 -1.793 -4.598 -1.641  0.2123
H20 -0.191 -7.179 1.927  0.4375
C24 0.498 -5.227 2.286  -0.6301
H21 -4.347 -0.785 0.972  0.4700
H22 -0.303 -1.816 4.953  0.1717
P2 -1.541 -1.294 -1.340  -0.2683
H23 -1.722 4.608 -4.373  0.4244
C25 -2.729 2.872 -5.188  -0.8792
N2 -0.759 3.689 0.364  -1.0241
H24 -3.753 1.005 -5.484  0.6080
C26 -0.979 -2.768 -5.103  -1.0511
H25 3.795 -2.373 3.826  0.4920
H26 2.821 0.181 1.984  0.3850
H27 -5.280 -1.678 -1.290  0.5381
C27 -0.650 4.653 4.542  -0.7945
H28 -0.804 -2.583 0.515  -2.4724
N3 0.202 0.577 -2.728  1.2357
C28 3.058 -1.976 4.508  -0.4113
H29 2.496 4.003 1.950  0.4253
H30 -3.375 0.148 -3.314  0.6128
S1 2.862 -3.005 1.368  -0.4607
H31 -3.597 -0.007 -1.115  0.4791
H32 0.844 -4.043 -0.527  0.5267
C29 3.014 -0.264 -0.706  3.6618
H33 2.636 1.540 3.115  0.4091
H34 3.972 1.546 2.030  0.4262
H35 2.810 -0.395 7.493  0.3692
C30 -3.290 -1.071 -0.859  1.2810
C31 -3.203 1.621 -4.852  -1.1605
H36 -0.362 5.652 4.871  0.4057
H37 3.551 -0.682 -2.789  0.4197
H38 -2.112 -3.326 -3.400  0.4134
H39 0.323 -0.784 6.979  0.3831
C32 -1.762 -4.061 -0.662  -1.3154
H40 1.374 -5.347 1.640  0.3920
C33 2.821 3.735 -3.525  -1.0931
H41 -3.432 -2.305 0.889  0.3656
C34 -0.781 4.383 3.186  -0.5638
H42 -1.406 1.544 5.685  0.3458
H43 1.868 3.926 -5.402  0.5123
H44 3.475 3.444 -1.489  0.2811
S2 0.279 -0.942 1.758  0.3165
H45 -1.474 -2.696 3.474  0.3098
P3 1.293 -2.592 2.516  0.5062
C35 1.739 -2.161 4.203  0.6214
H46 -0.741 5.923 -1.292  0.2919
C36 2.043 2.102 1.124  3.7625
C37 -2.016 -4.804 3.451  -1.0558
H47 3.493 3.510 0.611  0.5055
C38 1.976 2.039 -2.007  -0.5844
N4 -2.319 1.789 -2.631  0.1800
H48 -4.309 -1.904 -2.642  0.3287
H49 0.558 -3.314 -2.148  0.3817
H50 -2.605 -0.753 1.168  0.2687
C39 -0.931 3.624 5.456  -0.5369
H51 -1.931 5.702 -2.598  0.5268
H52 -2.432 5.522 -0.913  0.3183
H53 0.351 -1.931 -6.602  0.4507
H54 -1.521 1.081 3.264  0.3324
C40 0.766 -1.741 5.141  -0.1915
C41 -4.288 -2.000 -1.560  -1.8420
C42 -1.642 -6.060 3.069  -0.5904
C43 -3.411 -1.243 0.628  -1.5625
H55 5.122 -0.630 -0.628  0.4294
C44 -1.525 -2.533 -3.861  -0.9192
C45 0.272 -0.677 -4.883  -0.7135
C46 0.499 -3.142 -1.062  -0.6552
C47 0.151 -3.959 2.714  1.0541
H56 1.055 2.025 1.535  -1.5824
H57 -2.341 -6.906 3.138  0.3483
C48 -1.248 2.354 4.955  -0.5718
C49 -1.122 -3.718 3.253  -0.1997
H58 4.477 -1.166 5.866  0.4357
C50 1.132 2.213 -4.343  -0.7347

Version B
Molecular formula: C50H58N4OP3ReS2
Method: DFT, ωB97M-V with the def2-TZVPD basis set

Summary:
* gap between HOMO and LUMO (alpha / beta): 6.308 / 3.975 eV
* net charge: +1
* 2S+1: 4
* E_HOMO (alpha / beta): -0.341 / -0.344 Eh
* molar mass: 1074.304 u
* ⟨S²⟩: 3.80

Each line ends with the Mulliken charge.
Geometry (Å):
C1 -3.699 -0.046 -4.802  -1.0705
H1 -6.031 -3.324 -1.918  0.4441
H2 -0.156 4.560 1.302  0.2046
C2 3.639 -0.973 -3.021  -0.3311
S1 2.300 -2.395 3.673  -0.4225
C3 7.423 -0.973 1.431  -0.8948
H3 8.408 -1.017 1.166  0.5323
C4 3.469 1.126 -1.892  0.2469
H4 6.736 -1.334 -0.512  0.3704
C5 3.066 1.934 3.165  -0.4839
H5 -6.637 1.462 1.864  0.4206
H6 -5.350 -1.021 -1.282  0.7499
H7 -2.898 -2.034 2.021  0.7015
C6 -4.655 -1.816 -1.210  -0.4410
C7 -0.278 3.880 2.170  -1.1340
C8 2.922 1.618 5.983  -0.7610
H8 -1.879 5.192 -0.009  0.1707
H9 -3.220 3.970 1.463  0.3699
H10 0.533 4.088 2.870  0.3864
C9 -4.935 0.602 0.933  -0.5172
H11 0.729 -4.216 -2.680  0.4865
C10 5.608 0.345 -2.657  -0.8436
C11 5.044 -1.075 0.764  -0.2884
C12 -4.781 0.723 -4.525  -0.8349
H12 -1.552 2.882 -2.002  0.3094
C13 -2.518 -2.664 -0.530  -0.5828
C14 -2.935 -3.935 -0.906  -0.2336
H13 3.218 2.022 2.111  0.4162
H14 -0.055 1.567 3.701  0.6767
H15 -3.184 4.232 -0.891  0.4783
H16 -3.606 -0.676 -5.669  0.5052
H17 -1.914 -0.570 2.317  -0.4320
H18 -0.275 0.481 2.432  -0.3556
C15 4.843 1.296 -2.035  -0.7840
C16 -1.208 3.461 -1.128  1.1545
C17 -0.640 1.438 2.803  -0.8486
H19 5.615 -1.577 -3.649  0.3542
C18 5.649 -0.623 3.048  -0.6776
H20 4.285 -1.232 0.025  0.3188
N1 -2.929 -0.317 -0.218  1.0904
C19 -3.671 1.603 -2.567  0.2964
H21 -2.215 -4.751 -0.776  0.2656
Re1 -1.154 0.025 -1.164  2.3839
H22 0.867 2.107 1.400  -0.2382
H23 -5.433 -0.356 0.966  0.5234
H24 1.019 -5.092 0.284  0.4089
H25 3.380 3.989 3.537  0.4030
H26 0.497 4.805 -0.805  0.3928
H27 3.195 3.772 5.982  0.3482
S2 1.799 -0.296 0.998  -0.0444
C20 0.240 3.896 -1.366  -1.1077
C21 4.998 -0.805 -3.120  -0.5690
H28 0.928 3.063 -1.188  -0.0570
C22 -3.398 -1.569 -0.653  -0.4262
C23 -5.054 -3.120 -1.511  -0.9656
H29 5.219 2.275 -1.742  0.4207
P1 -1.253 2.136 0.135  -0.4974
C24 -3.716 3.010 1.287  -0.4970
H30 5.377 -0.366 4.055  0.4108
H31 -0.271 -4.239 2.855  0.3429
H32 -0.922 -4.560 1.331  0.2042
H33 -1.055 -0.859 -6.224  0.3912
H34 -1.925 -2.147 -5.380  0.5034
C25 -2.618 -0.030 -3.877  0.4657
C26 -0.083 -3.985 -2.015  -1.8371
H35 3.253 -1.840 -3.574  0.4367
C27 3.183 3.012 3.972  -0.4745
C28 -4.772 1.545 -3.406  -1.2349
H36 -0.859 -3.448 -2.626  0.2421
C29 2.897 0.694 3.759  0.2317
H37 2.852 1.868 -1.468  0.3102
H38 2.552 -0.482 5.433  0.5093
H39 2.292 -4.092 -0.325  0.5014
C30 4.635 -0.793 2.076  0.6932
O1 0.765 0.684 -1.581  -0.4605
H40 -1.668 1.526 3.114  0.2613
H41 0.357 4.097 -2.436  0.4201
H42 6.648 0.456 -2.819  0.5191
C31 6.419 -1.122 0.500  -0.3005
C32 7.036 -0.647 2.725  -0.6211
C33 1.381 -0.075 -2.426  -0.6239
C34 -1.989 -1.641 2.492  -1.6142
P2 2.873 -0.764 2.661  1.3893
H43 1.018 -2.357 -1.113  -1.4768
H44 -0.374 -5.029 -1.783  0.4253
C35 -5.060 2.863 1.615  -1.0564
C36 -1.059 -3.857 2.217  -1.2716
C37 -2.957 1.964 0.644  -0.0244
H45 -2.079 -1.814 3.625  0.3272
C38 1.344 -4.078 0.109  -1.5555
H46 0.065 -2.027 2.218  -2.0156
C39 -2.185 4.588 -0.947  -1.7927
C40 -1.360 -0.738 -4.081  0.8739
H47 -2.098 5.162 -1.865  0.4889
H48 -2.041 -3.973 2.690  0.4086
C41 -4.258 -4.226 -1.277  -1.0442
C42 -5.627 1.613 1.477  -0.9040
H49 -5.575 2.239 -3.176  0.5292
C43 3.191 2.847 5.405  -0.6513
H50 -5.613 3.642 2.078  0.4696
C44 -0.863 -2.415 1.808  3.3382
N2 -0.565 -0.701 -3.041  1.1960
C45 0.404 -3.208 -0.802  3.2890
H51 2.896 1.549 7.052  0.4600
C46 -1.071 -1.494 -5.334  -1.9875
N3 -2.598 0.768 -2.803  0.2496
H52 -4.543 -5.258 -1.472  0.4767
H53 -0.178 -2.158 -5.362  0.2999
N4 0.791 -0.825 -3.277  -0.9856
H54 7.778 -0.548 3.546  0.3449
H55 -3.639 2.299 -1.706  0.0869
H56 1.388 -3.515 1.040  0.2702
C47 -3.597 0.706 0.408  0.2449
C48 2.772 0.514 5.131  -0.3829
H57 -5.669 0.734 -5.148  0.4374
P3 -0.858 -2.141 -0.019  -0.3968
C49 2.877 -0.016 -2.419  0.6879
H58 -1.251 3.942 2.691  0.2984
C50 -0.168 2.400 1.653  1.1857

Among the structures above, stability is greatest for version A.